Here is C45H55AsN2O3PRbSe2 as an isolated structure in a non-equilibrium geometry from the OMol25 dataset. Energies are from ωB97M-V with the def2-TZVPD basis set.

Structure (XYZ):
```
110
Properties=species:S:1:pos:R:3
Rb 0.53 0.65 0.29
C -2.81 4.17 4.66
O -1.99 3.43 3.82
C -0.91 2.79 4.40
C -0.49 3.03 5.69
C 0.61 2.34 6.21
C 1.27 1.42 5.42
C 0.85 1.17 4.11
C 1.54 0.13 3.30
N 2.43 0.27 2.40
N 2.93 1.56 2.25
C 3.24 1.91 1.03
O 2.99 1.37 -0.08
C 3.95 3.25 0.97
C 4.16 4.04 2.10
C 4.83 5.25 2.01
C 5.30 5.70 0.78
C 5.09 4.93 -0.35
C 4.42 3.72 -0.26
C -0.28 1.82 3.54
O -0.71 1.58 2.37
H -3.66 4.49 4.06
H -3.17 3.58 5.51
H -2.30 5.06 5.06
H -1.00 3.76 6.30
H 0.94 2.54 7.23
H 2.13 0.88 5.80
H 1.25 -0.91 3.46
H 3.79 3.67 3.05
H 4.98 5.85 2.90
H 5.82 6.65 0.71
H 5.44 5.27 -1.32
H 4.23 3.10 -1.13
C -2.95 -0.31 -3.24
C -1.48 0.00 -3.30
C -0.57 -1.02 -3.60
C -1.08 -2.40 -3.91
C 0.81 -0.75 -3.58
C 1.79 -1.88 -3.80
C 1.26 0.54 -3.34
C 2.74 0.86 -3.37
C 0.35 1.56 -3.02
C 0.90 2.90 -2.61
C -1.02 1.29 -3.03
C -2.03 2.38 -2.74
H -3.43 -0.19 -4.23
H -3.48 0.33 -2.54
H -3.14 -1.32 -2.89
H -1.26 -2.97 -2.99
H -0.38 -2.96 -4.53
H -2.03 -2.36 -4.45
H 1.99 -2.05 -4.87
H 1.40 -2.82 -3.39
H 2.73 -1.70 -3.30
H 2.91 1.85 -3.81
H 3.30 0.15 -3.97
H 3.16 0.88 -2.36
H 1.25 3.49 -3.46
H 1.75 2.77 -1.93
H 0.17 3.51 -2.07
H -2.37 2.35 -1.71
H -2.91 2.27 -3.37
H -1.62 3.38 -2.93
Se -2.21 -1.90 -0.07
P -4.32 -1.82 0.42
Se -5.77 -0.95 -0.89
C -4.81 -3.56 0.75
C -5.49 -4.32 -0.19
C -5.77 -5.66 0.06
C -5.39 -6.24 1.26
C -4.72 -5.48 2.21
C -4.42 -4.15 1.96
C -4.51 -1.04 2.08
C -5.72 -1.20 2.76
C -5.91 -0.59 3.99
C -4.91 0.19 4.54
C -3.71 0.37 3.86
C -3.51 -0.25 2.63
H -5.80 -3.85 -1.11
H -6.30 -6.24 -0.68
H -5.63 -7.28 1.46
H -4.42 -5.93 3.15
H -3.88 -3.57 2.69
H -6.51 -1.79 2.31
H -6.85 -0.73 4.51
H -5.06 0.67 5.50
H -2.92 1.00 4.27
H -2.57 -0.09 2.11
C 3.60 -4.81 -1.66
C 2.57 -4.67 -0.55
As 2.26 -2.75 -0.11
C 1.06 -2.99 1.43
C 1.57 -3.85 2.58
C 3.96 -2.38 0.82
C 4.92 -1.59 -0.06
H 3.72 -5.85 -1.98
H 4.58 -4.46 -1.33
H 3.32 -4.22 -2.54
H 2.89 -5.21 0.34
H 1.60 -5.08 -0.85
H 0.11 -3.36 1.03
H 0.84 -1.98 1.78
H 1.72 -4.89 2.27
H 0.86 -3.86 3.41
H 2.52 -3.47 2.96
H 4.39 -3.31 1.19
H 3.67 -1.76 1.68
H 5.18 -2.13 -0.97
H 5.85 -1.36 0.47
H 4.46 -0.64 -0.35
```

Values from the calculation:
Charge = -2
Energy relative to the best compared isomer or geometry (same formula, charge and spin) = 0.0 kcal per mole